i:
Entry from the OMol25 dataset: a 2-piece molecular cluster, C3H9N2O2 overall (ωB97M-V/def2-TZVPD).

Geometry as ORCA input:
```
! RIJCOSX wB97M-V def2-TZVPD def2/J DEFGRID3
* xyz 1 1
C 0.412 -0.102 2.168
C -1.894 0.611 -1.275
C 0.633 -1.219 1.466
N -0.433 0.520 -0.989
N 0.402 -0.457 -1.003
O 0.015 -1.592 -1.449
O 0.203 1.715 -0.743
H 1.025 0.818 2.102
H 0.693 -2.219 -1.231
H -0.311 -0.089 2.900
H -2.281 1.291 -2.074
H -2.242 1.188 -0.378
H -2.352 -0.451 -1.349
H -0.130 -1.980 1.352
H 1.636 -1.496 0.927
H 1.165 1.532 -0.450
*
```

Calculated values
**E_LUMO**: -5.4 eV

In elementary charge units, the natural (NBO) charges are:
1 C -0.366
2 C -0.503
3 C -0.428
4 N 0.230
5 N 0.231
6 O -0.419
7 O -0.454
8 H 0.198
9 H 0.527
10 H 0.213
11 H 0.293
12 H 0.273
13 H 0.280
14 H 0.201
15 H 0.200
16 H 0.525

ii:
Entry from the OMol25 dataset: C3H9N2O2 as an isolated structure (ωB97M-V/def2-TZVPD).

Geometry as ORCA input:
```
! RIJCOSX wB97M-V def2-TZVPD def2/J DEFGRID3
* xyz 1 1
C 0.930 -0.794 -0.048
C -1.976 0.878 0.522
C -1.357 -0.088 -0.424
N 0.054 0.062 -0.278
N 1.276 -2.007 0.059
O 2.271 1.467 -0.045
O 2.489 0.172 0.285
H -1.715 1.858 0.361
H -2.998 0.749 0.545
H -1.777 0.769 1.525
H -1.675 -1.031 -0.098
H -1.630 0.208 -1.386
H 0.379 1.009 -0.142
H 0.543 -2.664 -0.100
H 2.269 -2.214 0.118
H 2.916 1.626 -0.894
*
```

Calculated values
**E_LUMO (spin up / spin down)**: -4.0 / -4.0 eV

In elementary charge units, the natural (NBO) charges are:
1 C 0.807
2 C -0.619
3 C -0.224
4 N -0.534
5 N -0.752
6 O -0.414
7 O -0.269
8 H 0.218
9 H 0.244
10 H 0.227
11 H 0.217
12 H 0.232
13 H 0.460
14 H 0.439
15 H 0.474
16 H 0.495

iii:
Entry from the OMol25 dataset: a 2-piece molecular cluster, C3H9N2O2 overall (ωB97M-V/def2-TZVPD).

Geometry as ORCA input:
```
! RIJCOSX wB97M-V def2-TZVPD def2/J DEFGRID3
* xyz 1 1
C -0.586 -2.431 -1.054
C 1.337 1.809 -0.791
C -0.809 0.229 2.083
N 0.327 -1.572 -1.169
N -0.721 1.342 0.046
O 0.543 1.155 0.168
O -1.421 0.821 0.920
H -0.881 -3.091 -1.858
H 0.704 -1.525 -2.135
H -1.084 -2.541 0.031
H 0.779 2.125 -1.824
H 1.936 0.951 -1.106
H 1.856 2.685 -0.360
H -1.657 -0.109 2.701
H -0.073 0.820 2.627
H -0.251 -0.668 1.720
*
```

Calculated values
**E_LUMO**: -6.2 eV

In elementary charge units, the natural (NBO) charges are:
1 C -0.012
2 C -0.310
3 C -0.340
4 N -0.674
5 N 0.497
6 O -0.201
7 O -0.137
8 H 0.182
9 H 0.351
10 H 0.156
11 H 0.246
12 H 0.247
13 H 0.247
14 H 0.255
15 H 0.248
16 H 0.245

iv:
Entry from the OMol25 dataset: a 3-piece molecular cluster, C3H9N2O2 overall (ωB97M-V/def2-TZVPD).

Geometry as ORCA input:
```
! RIJCOSX wB97M-V def2-TZVPD def2/J DEFGRID3
* xyz 1 1
C -3.698 -1.418 1.209
C 0.974 -2.009 0.137
C 1.818 0.241 0.378
N -2.069 1.664 -0.059
N 0.781 -0.568 0.173
O -4.404 -2.244 1.450
O -0.365 -0.205 -0.178
H -0.028 -2.549 0.028
H 1.685 -2.190 -0.662
H 1.416 -2.313 1.046
H 2.700 -0.184 0.857
H -2.420 1.443 0.817
H 1.856 1.299 0.163
H -1.849 2.594 -0.280
H -2.639 1.307 -0.836
H -1.157 0.961 -0.233
*
```

Calculated values
**E_LUMO**: -3.4 eV

In elementary charge units, the natural (NBO) charges are:
1 C 0.452
2 C -0.445
3 C -0.139
4 N -0.912
5 N 0.135
6 O -0.449
7 O -0.573
8 H 0.256
9 H 0.241
10 H 0.232
11 H 0.217
12 H 0.435
13 H 0.220
14 H 0.426
15 H 0.435
16 H 0.468

What should be chosen as the least stable of them? Choose i.

i:
Entry from the OMol25 dataset: an isolated ion of composition C3H9N2O2 and charge +1 (ωB97M-V/def2-TZVPD).

Geometry as ORCA input:
```
! RIJCOSX wB97M-V def2-TZVPD def2/J DEFGRID3
* xyz 1 1
C -0.329 -0.419 -0.239
C 0.714 0.679 0.103
C 0.168 -1.863 0.145
N 1.954 0.610 -0.385
N 0.182 1.785 0.582
O -1.548 -0.230 0.396
O -2.329 0.804 -0.149
H -0.630 -0.309 -1.251
H 1.208 -1.924 0.100
H -0.309 -2.535 -0.473
H -0.251 -2.191 1.194
H 2.551 1.398 -0.570
H 2.068 -0.285 -0.859
H -3.206 0.363 -0.461
H 0.674 2.414 1.091
H -0.918 1.702 0.774
*
```

Calculated values
**E_LUMO**: -3.8 eV
**Structure (SMILES)**: C[C@@H](OO)C(N)=[NH2+]

In elementary charge units, the natural (NBO) charges are:
1 C 0.012
2 C 0.549
3 C -0.617
4 N -0.723
5 N -0.707
6 O -0.264
7 O -0.470
8 H 0.236
9 H 0.212
10 H 0.242
11 H 0.264
12 H 0.444
13 H 0.425
14 H 0.511
15 H 0.417
16 H 0.469

ii:
Entry from the OMol25 dataset: a 2-piece molecular cluster, C3H9N2O2 overall (ωB97M-V/def2-TZVPD).

Geometry as ORCA input:
```
! RIJCOSX wB97M-V def2-TZVPD def2/J DEFGRID3
* xyz 1 1
C 0.775 0.440 -1.255
C 2.734 -1.423 2.565
C -2.161 0.381 -1.376
N 1.600 -0.681 0.647
N 1.388 0.022 -0.280
O 2.626 -0.603 1.451
O -1.468 1.487 -0.876
H 0.868 0.076 -2.233
H -2.179 2.105 -0.780
H 0.272 1.341 -1.070
H 3.679 -1.897 2.492
H 2.010 -2.199 2.842
H 2.998 -0.890 3.477
H -1.530 -0.038 -2.111
H -3.117 0.562 -1.615
H -2.300 -0.431 -0.550
*
```

Calculated values
**E_LUMO**: -5.1 eV

In elementary charge units, the natural (NBO) charges are:
1 C 0.032
2 C -0.303
3 C -0.246
4 N 0.269
5 N -0.008
6 O -0.249
7 O -0.744
8 H 0.244
9 H 0.498
10 H 0.291
11 H 0.222
12 H 0.235
13 H 0.234
14 H 0.162
15 H 0.200
16 H 0.164

iii:
Entry from the OMol25 dataset: a 2-piece molecular cluster, C3H9N2O2 overall (ωB97M-V/def2-TZVPD).

Geometry as ORCA input:
```
! RIJCOSX wB97M-V def2-TZVPD def2/J DEFGRID3
* xyz 1 1
C 0.840 0.121 0.145
C 2.139 0.026 -0.521
C -2.875 -0.195 -0.166
N -0.281 0.134 -0.614
N 0.890 0.000 1.437
O -3.047 -0.242 1.029
O -3.945 0.021 -0.919
H 2.538 -1.090 -0.410
H 2.873 0.472 0.140
H 2.254 0.188 -1.523
H 0.110 0.180 2.069
H -0.012 0.021 -1.553
H -1.367 -0.046 -0.489
H 1.904 0.020 1.684
H -4.023 -0.222 1.365
H -3.695 0.176 -1.891
*
```

Calculated values
**E_LUMO**: -2.8 eV

In elementary charge units, the natural (NBO) charges are:
1 C 0.552
2 C -0.692
3 C 0.499
4 N -0.757
5 N -0.726
6 O -0.608
7 O -0.665
8 H 0.271
9 H 0.240
10 H 0.258
11 H 0.441
12 H 0.386
13 H 0.343
14 H 0.423
15 H 0.507
16 H 0.529

What should be chosen as the least stable of them? Choose ii.

i:
Entry from the OMol25 dataset: a 2-piece molecular cluster, C5H12N3 overall (ωB97M-V/def2-TZVPD).

Geometry as ORCA input:
```
! RIJCOSX wB97M-V def2-TZVPD def2/J DEFGRID3
* xyz 1 1
C 0.536 1.555 -0.492
C 1.620 0.876 -1.101
C 1.697 -0.426 -0.956
C 2.449 -1.647 -1.013
C -1.036 -1.414 0.632
N -0.216 0.755 0.275
N 0.023 -0.526 0.312
N -2.489 1.575 1.219
H 0.533 2.636 -0.596
H 2.238 1.421 -1.684
H -2.917 2.414 1.542
H 3.003 -1.670 -0.187
H 3.053 -1.542 -1.830
H 1.678 -2.403 -1.180
H -1.641 -1.000 1.415
H -1.474 -1.609 -0.409
H -0.502 -2.224 1.103
H -2.799 1.242 0.312
H -2.672 0.886 1.923
H -1.084 1.099 0.717
*
```

Calculated values
**E_LUMO**: -3.7 eV

In elementary charge units, the natural (NBO) charges are:
1 C -0.019
2 C -0.369
3 C 0.435
4 C -0.704
5 C -0.448
6 N -0.227
7 N -0.212
8 N -1.070
9 H 0.254
10 H 0.276
11 H 0.411
12 H 0.254
13 H 0.273
14 H 0.263
15 H 0.212
16 H 0.227
17 H 0.240
18 H 0.386
19 H 0.383
20 H 0.434

ii:
Entry from the OMol25 dataset: an isolated ion of composition C5H12N3 and charge +1 (ωB97M-V/def2-TZVPD).

Geometry as ORCA input:
```
! RIJCOSX wB97M-V def2-TZVPD def2/J DEFGRID3
* xyz 1 1
C 1.968 0.980 -0.585
C -0.485 0.303 1.589
C -0.389 -1.105 -0.688
C -0.091 1.456 2.351
C -1.119 -0.580 -1.813
N 0.768 1.061 -0.200
N -0.026 0.189 0.368
N 0.746 -1.745 -1.102
H 2.507 1.757 -1.107
H 2.519 -0.030 -0.537
H -1.354 -0.200 1.848
H -1.020 -1.789 -0.067
H -0.683 2.347 2.155
H 1.046 1.648 2.100
H -0.137 1.408 3.405
H -1.964 -0.123 -1.440
H -1.591 -1.327 -2.427
H -0.684 0.106 -2.587
H 1.158 -1.437 -1.932
H 1.328 -2.430 -0.596
*
```

Calculated values
**E_LUMO**: -4.2 eV
**Structure (SMILES)**: C=N/[N+](=C\C)[C@@H](C)N

In elementary charge units, the natural (NBO) charges are:
1 C 0.011
2 C 0.194
3 C 0.164
4 C -0.708
5 C -0.683
6 N -0.257
7 N -0.125
8 N -0.798
9 H 0.224
10 H 0.175
11 H 0.224
12 H 0.230
13 H 0.282
14 H 0.243
15 H 0.267
16 H 0.236
17 H 0.266
18 H 0.248
19 H 0.390
20 H 0.417

What should be chosen as the least stable of them? Choose i.

i:
Entry from the OMol25 dataset: one molecule with the formula C8H8N4O (ωB97M-V/def2-TZVPD).

Geometry as ORCA input:
```
! RIJCOSX wB97M-V def2-TZVPD def2/J DEFGRID3
* xyz 0 1
C -0.317 3.126 -0.150
C -2.032 1.586 -0.357
C -2.897 0.371 -0.293
C -0.277 1.211 1.313
C -1.006 2.065 0.378
C 0.969 0.977 1.177
C -2.315 -0.811 -0.039
C 2.652 -0.153 0.190
N 0.294 4.064 -0.403
N 3.211 0.330 -0.991
N 2.599 -1.394 0.535
N 2.154 0.816 1.065
O -3.089 -1.908 0.122
H -2.435 2.288 -1.032
H -3.955 0.304 -0.439
H -0.809 0.717 2.196
H 3.452 -0.462 -1.596
H 3.161 1.289 -1.387
H 3.190 -1.926 -0.071
H -1.295 -0.965 -0.323
H -2.717 -2.590 0.715
*
```

Calculated values
**E_LUMO**: -0.1 eV
**Structure (SMILES)**: [H]/N=C(\N)N=C=C/C(C#N)=C\C=C\O

In elementary charge units, the natural (NBO) charges are:
1 C 0.257
2 C -0.067
3 C -0.342
4 C -0.430
5 C -0.183
6 C 0.473
7 C 0.190
8 C 0.569
9 N -0.301
10 N -0.844
11 N -0.736
12 N -0.433
13 O -0.692
14 H 0.204
15 H 0.237
16 H 0.273
17 H 0.393
18 H 0.424
19 H 0.328
20 H 0.184
21 H 0.497

ii:
Entry from the OMol25 dataset: one molecule with the formula C8H8N4O (ωB97M-V/def2-TZVPD).

Geometry as ORCA input:
```
! RIJCOSX wB97M-V def2-TZVPD def2/J DEFGRID3
* xyz 0 1
C -3.789 0.342 0.013
C -2.923 1.470 0.105
C -3.331 -0.999 -0.066
C -1.563 1.234 -0.042
C -1.991 -1.224 -0.063
C -1.120 -0.091 -0.095
C 2.166 0.227 0.088
C 4.556 0.007 -0.125
N 1.016 0.733 -0.023
N 0.795 -1.468 0.068
N 3.748 1.123 0.022
N 0.222 -0.314 -0.033
O 2.161 -1.129 0.090
H -4.900 0.333 0.109
H -3.123 2.528 0.255
H -3.892 -1.909 -0.046
H -0.988 2.143 0.073
H -1.643 -2.170 0.011
H 4.243 -0.697 -0.807
H 4.718 -0.477 0.786
H 5.638 0.338 -0.322
*
```

Calculated values
**E_LUMO (spin up / spin down)**: -0.8 / -1.6 eV

In elementary charge units, the natural (NBO) charges are:
1 C -0.188
2 C -0.205
3 C -0.203
4 C -0.192
5 C -0.191
6 C 0.095
7 C 0.533
8 C -0.483
9 N -0.290
10 N 0.037
11 N -0.367
12 N 0.034
13 O -0.307
14 H 0.224
15 H 0.234
16 H 0.227
17 H 0.256
18 H 0.227
19 H 0.181
20 H 0.184
21 H 0.196

What should be chosen as the least stable of them? Choose ii.